{
  "formula": "C41H62CrN4O2S",
  "method": "wB97M-V/def2-TZVPD",
  "e_tot_ev": -92839.177,
  "multiplicity": 5,
  "total_charge": 0,
  "elements": ["Cr", "C", "N", "C", "C", "C", "N", "C", "C", "C", "C", "C", "C", "C", "O", "C", "C", "C", "C", "C", "C", "C", "C", "C", "C", "C", "C", "C", "C", "C", "O", "C", "C", "C", "C", "C", "C", "C", "C", "H", "H", "H", "H", "H", "H", "H", "H", "H", "H", "H", "H", "H", "H", "H", "H", "H", "H", "H", "H", "H", "H", "H", "H", "H", "H", "H", "H", "H", "H", "H", "H", "H", "H", "H", "H", "H", "H", "H", "H", "H", "H", "H", "H", "H", "H", "H", "H", "H", "H", "H", "H", "H", "H", "N", "C", "S", "N", "C", "C", "C", "C", "C", "C", "H", "H", "H", "H", "H", "H", "H", "H"],
  "xyz": [[0.4439, 0.1417, 0.0858], [-1.3835, 2.4707, -1.0149], [-1.4556, 1.5607, 0.1345], [-1.5798, 2.3335, 1.3714], [-2.6002, 0.6456, -0.0032], [-2.3434, -0.7127, 0.6492], [-1.1845, -1.3712, 0.0460], [-0.6725, -2.4807, 0.8636], [-0.0607, -2.2073, 2.2325], [0.0954, -3.3447, 3.0158], [0.6698, -3.3101, 4.2732], [1.0671, -2.0633, 4.7461], [0.9406, -0.8901, 4.0164], [0.3823, -0.9517, 2.7060], [0.2299, 0.1382, 1.9629], [1.3516, 0.4453, 4.6545], [1.9286, 0.2526, 6.0598], [0.1053, 1.3366, 4.7806], [2.4275, 1.1731, 3.8346], [0.8584, -4.5994, 5.0691], [-0.4982, -5.2896, 5.2750], [1.4757, -4.3509, 6.4475], [1.7961, -5.5362, 4.2904], [-1.4873, -1.8891, -1.2973], [-0.3252, -2.0604, -2.2511], [-0.2447, -3.2521, -2.9631], [0.6254, -3.4066, -4.0264], [1.3784, -2.2893, -4.3872], [1.3351, -1.0728, -3.7237], [0.5019, -0.9616, -2.5716], [0.4411, 0.1380, -1.8334], [2.0766, 0.1387, -4.3091], [2.8836, -0.2283, -5.5564], [1.0339, 1.1952, -4.7139], [3.0574, 0.7538, -3.3052], [0.7618, -4.7037, -4.8211], [0.4578, -4.4435, -6.3051], [2.1973, -5.2321, -4.6739], [-0.2030, -5.7842, -4.3294], [-2.3318, 3.0032, -1.1717], [-0.6004, 3.2097, -0.8399], [-1.1291, 1.9064, -1.9103], [-2.4778, 2.9664, 1.3505], [-1.6382, 1.6590, 2.2216], [-0.7022, 2.9658, 1.5041], [-3.5048, 1.0893, 0.4314], [-2.7940, 0.5090, -1.0663], [-2.1379, -0.5789, 1.7118], [-3.2480, -1.3319, 0.5546], [-1.4885, -3.2059, 1.0126], [0.0831, -2.9816, 0.2488], [-0.2558, -4.2879, 2.6060], [1.5007, -2.0084, 5.7332], [1.1968, -0.1833, 6.7427], [2.8192, -0.3791, 6.0424], [2.2165, 1.2270, 6.4594], [-0.6385, 0.8587, 5.4217], [0.3696, 2.3036, 5.2182], [-0.3347, 1.5083, 3.8005], [3.3140, 0.5427, 3.7258], [2.0589, 1.4228, 2.8475], [2.7188, 2.0970, 4.3435], [-1.1829, -4.6264, 5.8069], [-0.9558, -5.5590, 4.3223], [-0.3757, -6.2029, 5.8625], [0.8468, -3.6965, 7.0545], [1.5761, -5.3018, 6.9741], [2.4698, -3.9073, 6.3655], [1.3698, -5.8067, 3.3236], [2.7545, -5.0453, 4.1106], [1.9761, -6.4551, 4.8545], [-2.0104, -2.8504, -1.1975], [-2.1847, -1.2025, -1.7784], [-0.9070, -4.0600, -2.6726], [2.0279, -2.3765, -5.2477], [2.2440, -0.5977, -6.3602], [3.3969, 0.6630, -5.9228], [3.6432, -0.9802, -5.3315], [0.3788, 0.8037, -5.4951], [0.4251, 1.4708, -3.8546], [1.5264, 2.0947, -5.0948], [3.8009, 0.0180, -2.9906], [3.5810, 1.5986, -3.7648], [2.5198, 1.1028, -2.4314], [1.1583, -3.7312, -6.7413], [0.5242, -5.3749, -6.8729], [-0.5505, -4.0406, -6.4179], [2.9215, -4.5006, -5.0344], [2.4165, -5.4336, -3.6236], [2.3312, -6.1566, -5.2417], [-1.2408, -5.4611, -4.4336], [-0.0721, -6.6885, -4.9265], [-0.0172, -6.0414, -3.2849], [3.1760, 2.0931, -0.0099], [3.7207, 0.8457, 0.1184], [2.7570, -0.5126, 0.3075], [5.0693, 0.8674, 0.1807], [6.0364, -0.1526, 0.0728], [7.3379, 0.1844, 0.4477], [8.3613, -0.7402, 0.3553], [8.1105, -2.0178, -0.1216], [6.8234, -2.3477, -0.5158], [5.7888, -1.4310, -0.4250], [2.1764, 2.0610, -0.1479], [3.6631, 2.7401, -0.6149], [5.4537, 1.7786, 0.3811], [7.5457, 1.1835, 0.8166], [9.3616, -0.4606, 0.6591], [8.9084, -2.7449, -0.1886], [6.6123, -3.3357, -0.9038], [4.7981, -1.7076, -0.7425]]
}